[1]
Density functional theory data (the ωB97M-V functional and the def2-TZVPD basis) for a cluster of 2 separate species, C4H3BrN2O3S in total.

Output
LUMO energy (spin up / spin down) = -0.025 / -0.025 Ha
Kohn-Sham gap (spin up / spin down) = 0.2757 / 0.2756 Eh
Energy relative to the best compared isomer or geometry (same formula, charge and spin) = 6.9 kcal per mole

Structure (ORCA input):
```
! wB97M-V def2-TZVPD RIJCOSX def2/J DEFGRID3
* xyz 0 1
C 0.9332 0.3029 0.6773
C 0.9072 -0.9332 0.1117
C 2.0324 -1.7556 -0.2704
C -1.3280 0.0429 0.4898
N -0.2852 0.7961 0.9912
N -1.6128 1.2680 -1.2953
O 1.9602 -2.8770 -0.7029
O -1.1416 2.3551 -1.0876
O -2.0795 0.7559 -2.2661
S -0.7552 -1.5118 -0.0800
Br -3.0037 0.1887 1.3595
H 1.8205 0.8680 0.8954
H 3.0037 -1.2456 -0.1171
H -0.4512 1.7457 1.2944
*
```

=====

[2]
Density functional theory data (the ωB97M-V functional and the def2-TZVPD basis) for a cluster of 2 separate species, C4H3BrO in total.

Output
LUMO energy = 0.015 Ha
Kohn-Sham gap = 0.3496 Eh
Energy relative to the best compared isomer or geometry (same formula, charge and spin) = 140.0 kcal per mole

Structure (ORCA input):
```
! wB97M-V def2-TZVPD RIJCOSX def2/J DEFGRID3
* xyz 0 1
C -1.2705 0.2009 -1.2084
C -2.0027 0.6727 -0.3712
C 0.0475 -2.8604 0.2419
C -0.1302 -2.1015 -0.9763
O -0.4520 -1.4782 0.0968
Br -2.8340 1.7690 0.5737
H -0.6391 -0.5034 -1.7144
H -0.7673 -3.6161 0.2510
H 1.0233 -3.2340 0.6890
*
```

=====

[3]
Density functional theory data (the ωB97M-V functional and the def2-TZVPD basis) for the ion C4H3Cl2OS with charge -1.

Output
LUMO energy (spin up / spin down) = 0.110 / 0.020 Ha
Kohn-Sham gap (spin up / spin down) = 0.0918 / 0.2166 Eh

Structure (ORCA input):
```
! wB97M-V def2-TZVPD RIJCOSX def2/J DEFGRID3
* xyz -1 3
C -0.4013 0.3730 0.2958
C 0.9787 -0.2886 0.2929
C -1.9984 -0.1316 0.7789
C 2.2133 0.1361 0.1822
O -2.1363 -1.1150 1.4892
S -3.0748 1.0200 0.2652
Cl 3.6597 -0.9485 0.3761
Cl 2.5640 1.7946 0.4232
H -0.5194 0.8720 -0.5964
H -0.1916 1.1602 0.9337
H 0.8864 -1.3943 0.3061
*
```

=====

[4]
Density functional theory data (the ωB97M-V functional and the def2-TZVPD basis) for a structure of composition C4H3ClF2.

Output
LUMO energy (spin up / spin down) = -0.038 / -0.050 Ha
Kohn-Sham gap (spin up / spin down) = 0.2964 / 0.2544 Eh
Energy relative to the best compared isomer or geometry (same formula, charge and spin) = 100.6 kcal per mole

Structure (ORCA input):
```
! wB97M-V def2-TZVPD RIJCOSX def2/J DEFGRID3
* xyz 0 1
C 1.9108 -0.1864 0.2423
C 0.7422 0.1479 -0.1405
C -0.4743 -0.5263 0.0338
C -2.1253 0.5533 -0.4816
F -3.0878 0.2023 0.3095
F -1.7398 1.8386 -0.1792
Cl -0.6498 -2.2167 0.0291
H 2.9201 0.1835 0.0146
H 2.0695 -1.1479 0.7286
H 0.4343 1.1517 -0.5567
*
```

=====

[5]
Density functional theory data (the ωB97M-V functional and the def2-TZVPD basis) for an isolated molecule of C4H3ClFNO.

Output
LUMO energy = 0.031 Ha
Kohn-Sham gap = 0.3834 Eh
Energy relative to the best compared isomer or geometry (same formula, charge and spin) = 27.3 kcal per mole

Structure (ORCA input):
```
! wB97M-V def2-TZVPD RIJCOSX def2/J DEFGRID3
* xyz 0 1
C -0.5207 -0.5732 1.6807
C -0.6959 0.7678 1.5001
C -0.0228 -0.0508 -0.2648
C 0.6659 -0.2615 -1.8056
N 0.0013 -1.0825 0.5604
O -0.4068 1.0510 0.2564
F -0.4059 -0.4049 -2.6814
Cl 1.5477 1.1274 -2.2590
H -0.3187 -1.0326 2.6045
H -0.9886 1.6912 2.1237
H 1.1445 -1.2320 -1.7150
*
```

=====

[6]
Density functional theory data (the ωB97M-V functional and the def2-TZVPD basis) for an isolated molecule of C4H3ClO.

Output
LUMO energy = 0.009 Ha
Kohn-Sham gap = 0.3696 Eh
Energy relative to the best compared isomer or geometry (same formula, charge and spin) = 95.1 kcal per mole

Structure (ORCA input):
```
! wB97M-V def2-TZVPD RIJCOSX def2/J DEFGRID3
* xyz 0 1
C -3.1739 -1.5281 -0.6564
C -2.1977 -0.3435 -0.3741
C -0.0285 0.0403 0.4809
C -0.7584 0.1592 -0.6014
O -2.4836 -1.5207 0.4370
Cl -3.2516 0.9469 0.2491
H 1.0363 0.4842 0.4819
H -0.4775 -0.5129 1.3982
H -0.4469 0.6391 -1.4307
*
```

=====

[7]
Density functional theory data (the ωB97M-V functional and the def2-TZVPD basis) for an isolated molecule of C4H3ClO2.

Output
LUMO energy (spin up / spin down) = 0.023 / -0.100 Ha
Kohn-Sham gap (spin up / spin down) = 0.2171 / 0.2664 Eh
Energy relative to the best compared isomer or geometry (same formula, charge and spin) = 0.0 kcal per mole

Structure (ORCA input):
```
! wB97M-V def2-TZVPD RIJCOSX def2/J DEFGRID3
* xyz 0 3
C 3.5858 -0.0190 -0.0366
C 4.7722 0.0249 -0.2923
C 1.3129 0.6601 0.0669
C -0.0353 -0.0129 0.1640
O 2.3258 -0.2926 -0.0147
O 1.4900 1.8285 -0.0402
Cl 6.3794 -0.1524 0.0910
H -0.3585 -0.3936 1.2028
H -0.0526 -0.7220 -0.6536
H -0.5051 1.0008 -0.1079
*
```

=====

[8]
Density functional theory data (the ωB97M-V functional and the def2-TZVPD basis) for a structure of composition C4H3CrO.

Output
LUMO energy (spin up / spin down) = -0.022 / -0.017 Ha
Kohn-Sham gap (spin up / spin down) = 0.2138 / 0.2246 Eh
Energy relative to the best compared isomer or geometry (same formula, charge and spin) = 33.0 kcal per mole

Structure (ORCA input):
```
! wB97M-V def2-TZVPD RIJCOSX def2/J DEFGRID3
* xyz 0 6
C 0.9820 1.0362 1.1417
C 0.5469 -0.2894 0.8697
C -0.2253 0.1967 -0.0642
C -1.0088 -0.2006 -1.1371
O -1.0620 -1.4218 -1.5035
Cr 0.0060 -2.7750 -0.5151
H 0.5663 1.5821 1.9948
H 1.9513 1.3746 0.7612
H -1.7564 0.4973 -1.5474
*
```

=====

[9]
Density functional theory data (the ωB97M-V functional and the def2-TZVPD basis) for a structure of composition C4H3CsLiO2.

Output
LUMO energy = -0.151 Ha
Kohn-Sham gap = 0.2603 Eh

Structure (ORCA input):
```
! wB97M-V def2-TZVPD RIJCOSX def2/J DEFGRID3
* xyz 1 1
Li 2.6022 -0.6180 -0.8580
O 1.3675 -0.5350 0.4033
C -0.0112 -0.6672 0.4464
H -0.8063 -1.7978 -1.4538
H -0.2743 -1.1746 1.3750
C -1.4818 0.2463 -0.7865
C -0.8407 -0.9511 -0.7835
C -0.6705 0.8420 0.3063
O -0.2667 1.9325 0.6572
Cs 2.7977 2.1502 1.9094
H -2.4160 0.5726 -1.2159
*
```

=====

[10]
Density functional theory data (the ωB97M-V functional and the def2-TZVPD basis) for a structure of composition C4H3EuLi2O2.

Output
LUMO energy (spin up / spin down) = -0.271 / -0.286 Ha
Kohn-Sham gap (spin up / spin down) = 0.2466 / 0.2315 Eh

Structure (ORCA input):
```
! wB97M-V def2-TZVPD RIJCOSX def2/J DEFGRID3
* xyz 2 9
C -1.5232 -0.9369 -0.2858
O -2.3500 -0.3279 0.3435
Li -4.0129 -0.9249 1.1386
Eu 1.9526 1.0816 0.3038
C 1.0513 -2.4383 -0.1309
C 0.9768 -1.1080 -0.2385
C -0.2437 -0.3939 -0.8651
O -0.1363 0.9818 -0.6140
Li -1.6169 1.8282 0.0017
H 1.4042 -2.8754 0.8214
H -0.2849 -0.6183 -1.9482
H 0.3890 -3.1198 -0.6844
*
```

=====

[11]
Density functional theory data (the ωB97M-V functional and the def2-TZVPD basis) for a cluster of 2 separate species, C4H3F3N2O in total.

Output
LUMO energy = 0.021 Ha
Kohn-Sham gap = 0.3760 Eh
Energy relative to the best compared isomer or geometry (same formula, charge and spin) = 12.9 kcal per mole

Structure (ORCA input):
```
! wB97M-V def2-TZVPD RIJCOSX def2/J DEFGRID3
* xyz 0 1
C 0.0786 -1.0897 0.4281
C 0.6078 1.7338 0.2547
C -0.8160 -0.2686 0.8659
C -1.9577 0.0760 0.0936
N 0.7038 -2.0382 0.1169
N 0.0953 1.7482 -0.8642
O 1.2080 1.6296 1.2410
F -3.1742 -0.5404 0.4528
F -2.0513 -0.0667 -1.2342
F -2.3512 1.3665 0.2358
H -0.8636 -0.1019 2.0262
H 1.5522 -2.2454 -0.4996
H -0.4031 2.5460 -1.2424
*
```

=====

[12]
Density functional theory data (the ωB97M-V functional and the def2-TZVPD basis) for an isolated molecule of C4H3F3S.

Output
LUMO energy = -0.053 Ha
Kohn-Sham gap = 0.2931 Eh
Energy relative to the best compared isomer or geometry (same formula, charge and spin) = 25.7 kcal per mole

Structure (ORCA input):
```
! wB97M-V def2-TZVPD RIJCOSX def2/J DEFGRID3
* xyz 0 1
C 1.0707 -0.4832 -0.8621
C -0.4798 -0.3712 -0.9202
C -0.3352 0.7751 0.0684
C 1.0528 0.1740 0.5132
H 1.7357 0.1457 -1.5881
H -0.9616 -0.1182 -1.8902
H 1.9507 0.8843 0.7492
F 1.5354 -1.7997 -1.0738
F -1.2553 -1.3063 -0.3797
F 0.7749 -0.6572 1.5129
S -1.2544 2.0243 0.5874
*
```

=====

no.,total energy (a.u.)
1,-3461.51277
2,-2803.19538
3,-1547.88689
4,-813.93057
5,-844.21600
6,-689.47326
7,-764.61700
8,-1273.63973
9,-332.13881
10,-1029.44671
11,-638.50441
12,-851.90379